(1)
{"formula": "C3H10N2", "method": "ωB97M-V/def2-TZVPD", "species": ["N", "C", "C", "C", "N", "H", "H", "H", "H", "H", "H", "H", "H", "H", "H"], "positions_angstrom": [[1.60, 1.06, 1.65], [0.88, -0.06, 1.01], [-0.17, 0.35, -0.03], [-1.07, -0.69, -0.65], [-1.07, -0.32, -2.14], [2.27, 0.83, 2.23], [1.02, 1.67, 2.12], [1.62, -0.64, 0.47], [0.36, -0.84, 1.68], [0.29, 0.89, -0.87], [-0.65, 1.24, 0.42], [-0.71, -1.56, -0.17], [-2.15, -0.53, -0.39], [-1.91, -0.72, -2.57], [-0.31, -0.70, -2.77]], "fmax_ev_per_a": 6.61, "smiles": "NCCCN", "lumo_energy_ev": 1.18}

***

(2)
{"formula": "C4H6NO", "method": "ωB97M-V/def2-TZVPD", "species": ["C", "C", "C", "C", "N", "O", "H", "H", "H", "H", "H", "H"], "positions_angstrom": [[-2.27, -0.02, 0.10], [2.08, -1.09, 0.02], [-1.16, 0.74, 0.54], [0.23, 0.43, -0.41], [1.00, -0.51, 0.29], [-3.12, -0.70, -0.17], [2.84, -0.88, -0.77], [2.40, -2.00, 0.70], [-1.41, 1.68, 0.13], [-1.13, 0.92, 1.55], [-0.20, 0.07, -1.31], [0.73, 1.36, -0.67]], "total_charge": 1, "fmax_ev_per_a": 4.14, "lumo_energy_ev": -5.30}

***

(3)
{"formula": "C4H9NO", "method": "ωB97M-V/def2-TZVPD", "species": ["C", "C", "N", "C", "O", "C", "H", "H", "H", "H", "H", "H", "H", "H", "H"], "positions_angstrom": [[-1.12, -1.83, 0.00], [0.24, -1.18, 0.27], [0.06, -0.25, 1.40], [-0.18, 0.93, 1.03], [-0.27, 1.27, -0.29], [0.89, 1.86, -0.85], [-1.82, -1.08, -0.38], [-1.08, -2.65, -0.72], [-1.49, -2.21, 0.95], [0.61, -0.72, -0.66], [0.97, -1.92, 0.57], [-0.36, 1.76, 1.72], [0.84, 2.95, -0.76], [0.90, 1.58, -1.91], [1.81, 1.49, -0.38]], "fmax_ev_per_a": 0.79, "smiles": "CC/N=C\\OC", "lumo_energy_ev": 0.95}

***

(4)
{"formula": "C6H9N", "method": "ωB97M-V/def2-TZVPD", "species": ["C", "N", "C", "C", "C", "C", "C", "H", "H", "H", "H", "H", "H", "H", "H", "H"], "positions_angstrom": [[-1.20, -1.28, 0.87], [-1.04, -0.35, -0.23], [-0.71, 1.03, 0.07], [0.80, 1.15, 0.27], [1.42, -0.22, -0.04], [0.22, -0.38, -1.02], [0.18, 1.18, -1.11], [-0.35, -1.32, 1.57], [-1.37, -2.28, 0.46], [-2.09, -1.00, 1.44], [-1.43, 1.74, 0.46], [1.23, 1.97, 0.83], [1.59, -0.97, 0.75], [2.36, -0.04, -0.57], [0.15, -1.12, -1.82], [0.25, 1.89, -1.92]], "fmax_ev_per_a": 0.61, "lumo_energy_ev": 1.17}

***

(5)
{"formula": "C51H16Cl6F9KN6O3S2", "method": "ωB97M-V/def2-TZVPD", "species": ["K", "Cl", "C", "C", "Cl", "C", "Cl", "C", "O", "C", "Cl", "C", "Cl", "S", "C", "C", "C", "C", "C", "C", "N", "C", "C", "C", "C", "C", "C", "C", "C", "N", "C", "C", "C", "C", "C", "S", "C", "H", "H", "H", "H", "H", "H", "H", "H", "H", "H", "H", "H", "F", "C", "C", "F", "C", "C", "C", "F", "C", "C", "C", "N", "C", "N", "F", "C", "C", "N", "C", "N", "F", "C", "C", "C", "F", "C", "F", "C", "F", "C", "F", "Cl", "C", "C", "C", "C", "C", "C", "C", "O", "O", "H", "H", "H", "H"], "positions_angstrom": [[-4.04, -22.93, 15.94], [-10.61, -22.31, 19.89], [-9.51, -22.17, 18.57], [-9.85, -22.70, 17.35], [-11.31, -23.59, 17.19], [-8.97, -22.76, 16.26], [-9.39, -23.42, 14.71], [-7.59, -22.42, 16.40], [-6.72, -22.62, 15.52], [-7.31, -21.85, 17.69], [-5.73, -21.08, 17.84], [-8.23, -21.66, 18.67], [-7.84, -20.83, 20.17], [1.72, -25.65, 15.61], [3.20, -25.20, 16.34], [3.48, -23.90, 15.97], [2.58, -23.39, 15.00], [1.57, -24.19, 14.76], [0.38, -23.89, 14.02], [-0.84, -24.19, 14.61], [-2.02, -23.83, 14.04], [-1.97, -23.16, 12.86], [-0.80, -22.76, 12.26], [-0.72, -21.86, 11.15], [-1.86, -21.31, 10.68], [-3.14, -21.74, 11.24], [-4.29, -21.41, 10.60], [-5.47, -21.93, 11.10], [-5.47, -22.85, 12.20], [-4.35, -23.26, 12.67], [-3.18, -22.75, 12.22], [-6.74, -21.50, 10.45], [-7.98, -21.26, 10.94], [-8.99, -21.11, 9.94], [-8.47, -21.12, 8.69], [-6.81, -21.41, 8.69], [0.40, -23.17, 12.85], [3.84, -25.82, 16.98], [4.38, -23.41, 16.32], [2.63, -22.40, 14.53], [-0.90, -24.78, 15.50], [0.23, -21.56, 10.83], [-1.85, -20.51, 10.03], [-4.34, -20.76, 9.74], [-6.38, -23.20, 12.68], [-8.15, -21.33, 12.02], [-10.02, -20.93, 10.17], [-9.04, -20.95, 7.77], [1.35, -22.83, 12.47], [-12.80, -19.71, 16.52], [-12.68, -20.32, 15.31], [-13.54, -21.34, 14.99], [-14.39, -21.83, 15.96], [-13.54, -22.06, 13.79], [-12.63, -21.48, 12.85], [-11.73, -20.46, 13.18], [-10.91, -19.98, 12.22], [-11.69, -19.85, 14.45], [-10.77, -18.73, 14.70], [-9.43, -18.77, 14.67], [-8.31, -18.72, 14.28], [-11.32, -17.45, 14.98], [-11.77, -16.43, 15.23], [-12.60, -21.90, 11.55], [-14.45, -23.18, 13.48], [-14.24, -23.98, 12.33], [-14.07, -24.67, 11.43], [-15.67, -23.59, 14.14], [-16.69, -24.02, 14.52], [-7.37, -17.80, 16.96], [-6.52, -17.95, 15.95], [-6.99, -18.49, 14.72], [-5.98, -18.51, 13.73], [-6.33, -18.77, 12.46], [-4.65, -18.37, 13.95], [-3.79, -18.39, 12.94], [-4.24, -17.95, 15.21], [-2.97, -17.55, 15.43], [-5.16, -17.71, 16.19], [-4.82, -17.15, 17.37], [3.63, -18.81, 14.48], [2.01, -19.47, 14.63], [1.06, -19.32, 13.70], [-0.28, -19.69, 13.97], [-0.58, -20.33, 15.14], [0.44, -20.57, 16.05], [1.75, -20.13, 15.83], [-1.96, -20.82, 15.50], [-2.02, -21.28, 16.69], [-2.91, -20.87, 14.65], [1.29, -18.90, 12.74], [-1.04, -19.62, 13.20], [0.18, -21.10, 16.93], [2.59, -20.43, 16.45]], "total_charge": -2, "fmax_ev_per_a": 3.22, "lumo_energy_ev": 2.76}

***

(6)
{"formula": "H5NOS2Si", "method": "ωB97M-V/def2-TZVPD", "species": ["N", "O", "Si", "S", "S", "H", "H", "H", "H", "H"], "positions_angstrom": [[0.03, -0.51, -0.81], [2.67, -0.43, 0.23], [1.24, -1.14, 0.01], [3.04, 1.22, 0.05], [-4.04, 0.55, 0.10], [-0.54, -0.82, -1.55], [-3.23, 1.57, -0.42], [1.68, -2.32, 0.81], [2.06, 1.54, 0.77], [-2.91, 0.35, 0.80]], "fmax_ev_per_a": 2.65, "smiles": "[H]/N=[SiH]/OS.S", "lumo_energy_ev": 0.15}

***

(7)
{"formula": "C43H52BrF9IO33S", "method": "ωB97M-V/def2-TZVPD", "species": ["C", "C", "I", "C", "C", "C", "C", "C", "C", "O", "C", "O", "C", "C", "O", "C", "C", "O", "Br", "C", "C", "O", "O", "C", "F", "F", "C", "F", "F", "C", "F", "F", "C", "F", "F", "F", "O", "S", "O", "O", "H", "H", "H", "H", "H", "H", "H", "H", "H", "H", "H", "H", "H", "H", "H", "H", "H", "H", "H", "H", "C", "C", "O", "C", "O", "O", "H", "H", "H", "H", "C", "C", "O", "C", "O", "O", "H", "H", "H", "H", "C", "C", "O", "C", "O", "O", "H", "H", "H", "H", "C", "C", "O", "C", "O", "O", "H", "H", "H", "H", "C", "C", "O", "C", "O", "O", "H", "H", "H", "H", "C", "C", "O", "C", "O", "O", "H", "H", "H", "H", "C", "C", "O", "C", "O", "O", "H", "H", "H", "H", "C", "C", "O", "C", "O", "O", "H", "H", "H", "H"], "positions_angstrom": [[-1.94, 2.62, -6.82], [-1.75, 1.50, -5.64], [-3.79, 1.29, -4.78], [-0.82, 1.98, -4.43], [0.46, 1.06, -4.11], [1.74, 1.32, -5.06], [1.45, 2.02, -6.47], [1.05, 0.97, -7.65], [1.22, 1.66, -9.11], [0.63, 0.68, -10.06], [-0.39, 1.28, -10.83], [-1.58, 1.46, -10.47], [0.92, 1.45, -2.62], [0.69, 0.29, -1.49], [-0.74, 0.15, -1.16], [1.29, 1.05, -0.17], [0.11, 1.46, 0.87], [-0.46, 2.56, 0.71], [-0.45, 0.36, 2.41], [1.42, -1.08, -1.85], [3.00, -0.68, -2.03], [3.48, -0.62, -3.21], [3.85, -0.44, -0.99], [1.29, -2.28, -0.80], [2.54, -3.00, -0.89], [1.16, -1.93, 0.56], [0.19, -3.40, -1.12], [-1.04, -2.92, -1.61], [0.67, -4.32, -2.10], [-0.18, -4.36, 0.14], [0.96, -4.74, 0.90], [-0.62, -5.59, -0.47], [-1.42, -3.88, 1.02], [-1.59, -2.50, 1.17], [-1.40, -4.55, 2.28], [-2.60, -4.36, 0.37], [1.08, -1.67, -3.14], [0.13, -0.76, -4.13], [-1.34, -1.03, -3.83], [0.33, -1.30, -5.55], [-1.37, 3.58, -6.53], [-1.50, 2.22, -7.81], [-3.04, 2.84, -7.02], [-1.52, 0.47, -6.06], [-1.46, 2.09, -3.48], [-0.41, 3.04, -4.64], [2.29, 0.33, -5.30], [2.55, 1.97, -4.56], [0.76, 2.93, -6.44], [2.47, 2.44, -6.82], [-0.03, 0.62, -7.60], [1.80, 0.10, -7.62], [2.32, 1.81, -9.35], [0.60, 2.64, -9.15], [-0.13, 1.58, -11.92], [0.27, 2.33, -2.25], [2.00, 1.78, -2.51], [-0.87, -0.63, -0.58], [1.82, 2.02, -0.41], [2.01, 0.41, 0.43], [1.25, -8.05, 2.22], [0.22, -8.65, 1.32], [0.82, -9.87, 0.91], [1.75, -10.20, 1.85], [2.32, -11.25, 1.90], [1.93, -9.18, 2.74], [0.81, -7.46, 3.02], [1.97, -7.43, 1.67], [-0.71, -8.89, 1.85], [-0.02, -8.02, 0.46], [-3.60, -6.33, 5.30], [-2.91, -5.16, 4.68], [-2.29, -4.53, 5.79], [-2.13, -5.47, 6.76], [-1.49, -5.31, 7.76], [-2.78, -6.62, 6.44], [-3.65, -7.19, 4.64], [-4.61, -6.09, 5.64], [-2.13, -5.46, 3.97], [-3.60, -4.48, 4.18], [6.57, 4.43, -3.14], [5.21, 4.24, -2.53], [4.50, 3.55, -3.55], [5.42, 2.92, -4.33], [5.15, 2.12, -5.17], [6.68, 3.32, -4.02], [7.37, 4.42, -2.39], [6.64, 5.36, -3.72], [5.24, 3.61, -1.63], [4.73, 5.19, -2.28], [-3.45, -3.08, 9.11], [-3.06, -3.42, 10.52], [-3.57, -2.33, 11.27], [-4.59, -1.78, 10.54], [-5.34, -0.95, 10.95], [-4.63, -2.30, 9.28], [-3.65, -3.96, 8.51], [-2.69, -2.46, 8.61], [-3.54, -4.34, 10.87], [-1.98, -3.51, 10.65], [-0.36, 7.49, -3.46], [-1.40, 6.89, -4.35], [-0.80, 5.67, -4.76], [0.13, 5.34, -3.82], [0.70, 4.29, -3.78], [0.32, 6.36, -2.94], [-0.79, 8.09, -2.66], [0.36, 8.11, -4.02], [-2.33, 6.66, -3.81], [-1.64, 7.51, -5.21], [0.33, -0.13, 9.75], [0.36, -1.10, 8.61], [0.01, -0.29, 7.49], [0.33, 1.00, 7.81], [0.33, 1.91, 7.04], [0.66, 1.11, 9.13], [1.05, -0.38, 10.53], [-0.67, -0.04, 10.20], [1.35, -1.52, 8.44], [-0.36, -1.91, 8.73], [2.82, 7.27, -0.60], [3.02, 8.08, 0.65], [4.37, 7.79, 1.00], [5.01, 7.39, -0.14], [6.19, 7.23, -0.23], [4.13, 7.21, -1.16], [2.12, 7.75, -1.29], [2.47, 6.26, -0.39], [2.93, 9.16, 0.47], [2.34, 7.80, 1.45], [-4.86, -0.73, 2.37], [-5.10, -0.24, 3.76], [-5.79, -1.33, 4.37], [-5.46, -2.45, 3.67], [-5.73, -3.57, 4.01], [-4.79, -2.14, 2.53], [-3.94, -0.34, 1.94], [-5.69, -0.50, 1.69], [-4.17, -0.06, 4.31], [-5.71, 0.66, 3.79]], "total_charge": -1, "fmax_ev_per_a": 8.35, "lumo_energy_ev": 1.21}

***

- What is the formula in the fifth record?
  C51H16Cl6F9KN6O3S2